{"formula": "C31H26IN3O5PtS", "method": "ωB97M-V/def2-TZVPD", "e_lumo_ev": [-1.23, -1.23], "orbital_gap_ev": [6.1, 6.1], "elements": ["Pt", "C", "O", "C", "C", "C", "C", "C", "C", "N", "N", "C", "C", "C", "C", "O", "C", "N", "C", "C", "C", "C", "H", "H", "H", "H", "H", "H", "H", "H", "H", "H", "H", "H", "C", "C", "C", "C", "C", "C", "C", "S", "C", "O", "H", "H", "H", "H", "H", "H", "H", "H", "H", "H", "I", "C", "C", "C", "C", "C", "C", "C", "O", "O", "H", "H", "H", "H"], "xyz": [[-1.326598, -1.421243, -1.805870], [-1.162399, 3.705199, 2.027216], [-0.835576, 3.152302, 3.289220], [0.047118, 2.122938, 3.313991], [0.760458, 1.675006, 2.204499], [1.605111, 0.578634, 2.318939], [1.756944, -0.075315, 3.537404], [1.085847, 0.423843, 4.653661], [0.225994, 1.496854, 4.547102], [2.670636, -1.145936, 3.796515], [3.014727, -1.972525, 2.933877], [2.326658, -2.160353, 1.713780], [3.099022, -2.247846, 0.603024], [2.571226, -2.135983, -0.727252], [1.232000, -1.996415, -0.932448], [0.644515, -1.771619, -2.085972], [0.344667, -2.182446, 0.220623], [-0.913295, -2.274060, -0.076807], [-1.920827, -2.240006, 0.951454], [-1.465393, -2.367995, 2.425424], [0.009393, -2.391587, 2.607708], [0.871368, -2.243020, 1.587161], [-1.940113, 4.440307, 2.211824], [-1.544342, 2.937770, 1.347686], [-0.299831, 4.199647, 1.572638], [0.663871, 2.166688, 1.246724], [2.156709, 0.255286, 1.445559], [1.245962, -0.060537, 5.608740], [-0.322907, 1.865532, 5.403170], [4.171563, -2.274243, 0.754062], [3.236851, -2.100472, -1.579593], [-2.733372, -2.909420, 0.674478], [-1.944102, -3.176222, 2.980672], [0.384176, -2.494790, 3.620183], [4.820260, 0.504124, -5.217843], [3.417356, 0.671660, -4.704455], [2.351325, 0.012305, -5.312798], [1.060685, 0.134962, -4.826877], [0.839755, 0.934847, -3.719382], [1.882606, 1.587688, -3.080045], [3.166065, 1.462506, -3.585196], [-0.777641, 1.083178, -3.015816], [-1.470512, 2.383169, -4.026355], [-1.564227, -0.156120, -3.463250], [4.825737, 0.136063, -6.242694], [5.370916, -0.212009, -4.604490], [5.365795, 1.447332, -5.188893], [2.538421, -0.615922, -6.175107], [0.236873, -0.405326, -5.275560], [1.697472, 2.175952, -2.188472], [3.986901, 1.970857, -3.093737], [-1.400924, 2.117153, -5.080036], [-0.907507, 3.292235, -3.818431], [-2.509950, 2.494885, -3.723146], [-3.027259, -1.327800, 5.586030], [-3.325456, -0.923190, 3.561744], [-4.527460, -0.624228, 3.074637], [-4.750394, -0.405901, 1.637018], [-3.769786, -0.501158, 0.738187], [-2.381874, -0.793355, 1.189849], [-2.099997, -0.963557, 2.714114], [-4.109729, -0.513742, -0.742205], [-5.172128, -0.046877, -1.104430], [-3.303729, -1.138486, -1.558557], [-5.384985, -0.574391, 3.733157], [-5.760011, -0.230136, 1.288754], [-1.666075, -0.101739, 0.736277], [-1.366572, -0.252983, 3.098639]], "atomic_forces_ev_per_a": [[-0.20, -0.07, 0.18], [0.00, 0.01, 0.00], [0.00, -0.01, 0.00], [-0.04, -0.02, 0.00], [-0.03, -0.01, 0.00], [0.05, 0.05, -0.01], [-0.20, -0.06, 0.04], [-0.02, -0.05, 0.01], [-0.02, -0.03, -0.02], [0.37, 0.34, -0.23], [-0.33, -0.55, 0.45], [0.25, 0.13, -0.49], [-0.07, 0.10, 0.21], [-0.11, -0.04, -0.10], [0.04, -0.12, 0.00], [-0.03, 0.12, 0.00], [0.02, -0.02, -0.04], [0.19, 0.07, 0.03], [-0.04, -0.09, -0.02], [-0.03, 0.01, 0.01], [0.07, 0.01, -0.04], [-0.06, -0.06, 0.17], [0.00, 0.00, 0.00], [0.00, 0.00, 0.00], [0.00, 0.00, 0.00], [0.01, -0.01, 0.00], [-0.02, -0.01, 0.01], [0.00, 0.01, 0.00], [0.00, 0.00, 0.00], [0.01, 0.05, -0.06], [0.03, 0.01, 0.03], [-0.02, 0.02, -0.02], [0.03, -0.01, 0.01], [-0.01, 0.05, 0.02], [0.01, 0.01, -0.01], [0.00, 0.01, 0.01], [0.01, 0.00, -0.01], [-0.02, 0.00, -0.01], [0.06, 0.04, 0.00], [0.02, -0.02, -0.02], [-0.01, -0.01, -0.01], [-0.14, 0.22, 0.09], [0.03, -0.10, -0.17], [0.17, -0.07, -0.07], [0.00, 0.00, 0.00], [-0.01, 0.00, 0.00], [0.00, 0.00, 0.00], [0.00, 0.00, 0.00], [0.00, 0.00, 0.01], [0.00, 0.00, -0.01], [0.00, 0.00, 0.00], [0.00, -0.03, 0.02], [-0.01, 0.01, -0.01], [0.01, 0.00, 0.02], [0.02, 0.01, 0.03], [-0.04, 0.00, -0.06], [0.01, 0.00, 0.03], [0.01, -0.04, -0.03], [-0.06, -0.01, 0.03], [0.02, -0.01, -0.02], [0.03, 0.01, 0.00], [0.04, -0.08, 0.03], [0.03, 0.07, 0.00], [-0.05, 0.12, -0.03], [0.00, 0.00, 0.00], [0.00, 0.00, 0.00], [-0.01, 0.00, 0.01], [0.02, 0.05, 0.02]]}

***

{"formula": "CH3PS", "method": "ωB97M-V/def2-TZVPD", "e_lumo_ev": -0.01, "orbital_gap_ev": 9.8, "elements": ["C", "P", "H", "S", "H", "H"], "xyz": [[1.436649, -1.546820, 1.987129], [1.509236, 0.008598, 1.949347], [1.304735, -2.374187, 2.562901], [-1.857623, 0.842593, -2.217191], [-1.031607, 1.086629, -1.322270], [-1.361389, 1.983187, -2.959916]], "atomic_forces_ev_per_a": [[0.19, 4.24, -0.07], [0.04, -1.51, -0.61], [-0.23, -2.73, 0.68], [-1.31, 1.27, -3.55], [2.19, 0.51, 2.53], [-0.87, -1.78, 1.02]]}

***

{"formula": "C3H3NO2", "method": "ωB97M-V/def2-TZVPD", "e_lumo_ev": -0.89, "orbital_gap_ev": 9.3, "elements": ["O", "C", "C", "N", "C", "O", "H", "H", "H"], "xyz": [[1.803030, 1.688962, -0.333170], [1.035542, 0.764631, -0.421947], [-0.403507, 0.923046, 0.008412], [-1.191951, -0.026599, 0.302836], [-0.710110, -1.345169, 0.370573], [0.243134, -1.681728, 1.030018], [1.330302, -0.217908, -0.831824], [-0.762842, 1.953608, 0.056775], [-1.343599, -2.058844, -0.181674]], "atomic_forces_ev_per_a": [[-0.30, -0.35, -0.07], [0.20, 0.25, 0.02], [-0.20, -0.08, 0.01], [0.29, 0.18, -0.01], [0.30, -0.14, 0.14], [-0.43, 0.10, -0.22], [0.02, 0.10, 0.06], [0.05, -0.13, 0.02], [0.07, 0.07, 0.05]]}

***

{"formula": "C5H10N2", "method": "ωB97M-V/def2-TZVPD", "e_lumo_ev": [4.07, 3.99], "s_squared": 0.75, "orbital_gap_ev": [3.4, 7.1], "charge": -1, "multiplicity": 2, "elements": ["C", "C", "C", "C", "C", "N", "N", "H", "H", "H", "H", "H", "H", "H", "H", "H", "H"], "xyz": [[1.534150, 0.266215, 0.083237], [0.450176, 0.058174, -0.961771], [-0.875550, -0.508789, -0.672761], [-2.025398, -0.211535, -1.424501], [-0.916097, -1.159737, 1.610501], [-0.887280, -1.561163, 0.358227], [1.224368, 1.371242, 1.006510], [2.520886, 0.345719, -0.358414], [1.549649, -0.630674, 0.707528], [0.494530, 1.120483, -1.559068], [0.800876, -0.710522, -1.665068], [-2.001862, 0.625544, -2.114936], [-2.836020, -0.928047, -1.446767], [-1.073926, -1.861437, 2.535985], [-0.743003, -0.148656, 1.969390], [0.742520, 2.138450, 0.484583], [2.041974, 1.794732, 1.447321]], "atomic_forces_ev_per_a": [[-0.69, -0.85, 1.57], [1.75, 2.80, -1.99], [-3.33, -1.48, 2.01], [2.73, -0.62, 1.16], [-0.11, -0.22, 3.82], [-0.44, 0.92, -3.91], [-0.52, 1.42, -0.83], [0.20, 0.22, -0.53], [0.06, -0.15, 0.01], [-0.75, -2.29, 0.82], [0.54, 0.40, -0.09], [0.02, -0.22, -0.26], [-0.20, 0.32, 0.37], [0.37, 0.68, -2.11], [-0.01, 0.28, -0.35], [0.56, -0.85, 0.58], [-0.16, -0.36, -0.28]]}